{"formula": "C4H14O3", "method": "wB97M-V/def2-TZVPD", "multiplicity": 1, "orbital_gap_ha": 0.33768, "mol_weight_g_mol": 110.15, "e_above_lowest_kcal_mol": 40.97, "species": ["C", "C", "C", "C", "H", "H", "H", "H", "H", "H", "H", "H", "O", "H", "H", "O", "H", "H", "O", "H", "H"], "coordinates": [[-0.330115, -0.791050, -1.597987], [-1.597281, -0.761691, -0.750635], [-1.786528, 0.306547, 0.010674], [-2.625994, 0.292113, 1.266371], [-0.492410, -1.499472, -2.407349], [-0.158403, 0.215353, -1.975882], [0.428996, -1.052858, -0.874393], [-2.263773, -1.615834, -0.814442], [-1.513114, 1.295211, -0.337769], [-2.968410, 1.294720, 1.528501], [-2.089537, -0.112633, 2.127969], [-3.476180, -0.354437, 1.114213], [3.416209, 0.162777, 0.509394], [4.030448, -0.546182, 0.288426], [3.674398, 0.378520, 1.418494], [0.513323, -1.674750, 1.364964], [-0.056610, -1.828554, 2.128501], [0.513396, -0.708956, 1.350595], [1.075046, 2.324541, -1.229702], [2.022648, 2.245009, -1.054657], [0.701048, 1.637374, -0.665937]], "forces_ev_per_angstrom": [[-1.9, 0.2, -0.1], [1.0, 0.6, -0.9], [-1.5, 0.1, 0.8], [-0.2, 0.3, -0.5], [0.7, 0.0, -0.1], [0.3, -0.1, -0.2], [0.5, -0.5, -0.5], [0.3, -0.3, 0.9], [1.1, 0.0, 0.2], [-0.1, -0.1, 0.0], [0.2, 0.1, -0.1], [-0.5, -0.2, 0.1], [0.3, 0.1, 0.5], [-0.2, 0.0, -0.2], [-0.2, 0.1, -0.3], [-0.1, 0.3, 0.6], [0.0, -0.4, -0.1], [0.2, 0.0, -0.3], [0.3, -0.1, 0.2], [-0.1, 0.0, -0.1], [-0.1, 0.0, -0.1]]}

***

{"formula": "C4H14O3", "method": "wB97M-V/def2-TZVPD", "multiplicity": 1, "orbital_gap_ha": 0.35616, "mol_weight_g_mol": 110.15, "e_above_lowest_kcal_mol": 53.51, "species": ["C", "C", "C", "C", "H", "H", "H", "H", "H", "H", "H", "H", "O", "H", "H", "O", "H", "H", "O", "H", "H"], "coordinates": [[-0.603141, -1.838491, -2.462472], [0.047291, -0.606157, -1.861094], [1.263896, -0.358426, -1.328849], [1.734821, 1.070893, -1.186933], [-0.305014, -2.779576, -2.033683], [-0.346461, -1.780426, -3.523806], [-1.687005, -1.713803, -2.384679], [-0.539530, 0.229474, -2.283803], [1.450161, -0.918323, -0.405616], [1.423342, 1.661885, -0.306668], [1.173859, 1.663726, -1.928216], [2.804060, 1.242360, -1.301532], [-2.805060, -1.321208, 2.124908], [-3.573152, -1.105700, 1.593046], [-3.187420, -1.822005, 2.864823], [0.735327, 0.187227, 2.651827], [1.006617, -0.714654, 2.486200], [0.760841, 0.460347, 1.710353], [0.422637, 3.131307, 2.609883], [-0.385140, 3.086244, 2.086500], [0.609072, 2.225305, 2.879811]], "forces_ev_per_angstrom": [[0.0, 0.7, 1.0], [0.0, 0.4, -1.9], [-2.0, 0.9, 2.6], [-1.1, 1.3, -0.6], [0.2, -0.4, 0.1], [0.0, -0.3, 0.1], [0.1, -0.2, 0.0], [0.8, 0.2, 0.0], [1.1, -1.2, -1.0], [0.2, -0.9, 0.5], [0.6, -0.2, -0.4], [0.0, -0.2, -0.2], [-0.2, -0.4, 0.5], [-0.1, 0.1, -0.2], [0.3, 0.2, -0.3], [0.2, 0.2, -1.5], [0.1, -0.7, 0.7], [-0.2, 0.4, 0.6], [0.0, 0.1, -0.2], [0.1, -0.1, 0.2], [-0.1, -0.1, 0.1]]}